[1]
C74H63N13O24 | ωB97M-V/def2-TZVPD

## Properties
Orbital gap in eV: 8.813
LUMO in eV: -1.06

The geometry in ORCA input format:
```
! wB97M-V def2-TZVPD RIJCOSX def2/J DEFGRID3
* xyz 0 1
C -7.49 -26.74 5.08
C -7.07 -25.41 5.51
N -6.83 -24.36 5.86
H -7.76 -26.69 4.02
H -8.28 -27.11 5.74
H -6.72 -27.50 5.21
C -9.05 -19.73 10.17
C -9.56 -19.05 9.03
C -10.30 -17.87 9.21
C -10.74 -17.61 10.54
C -10.16 -18.30 11.66
C -9.28 -19.31 11.44
N -11.67 -16.47 10.75
O -12.24 -16.42 11.84
O -11.93 -15.74 9.79
H -8.40 -20.57 9.98
H -9.27 -19.40 8.05
H -10.70 -17.31 8.39
H -10.41 -18.02 12.67
H -8.69 -19.68 12.27
C -2.93 -11.13 15.87
C -2.46 -12.43 16.14
C -3.26 -13.56 15.98
C -4.62 -13.38 15.69
C -5.09 -12.07 15.35
C -4.20 -10.99 15.35
N -5.60 -14.48 15.56
O -6.76 -14.22 15.20
O -5.18 -15.59 15.81
H -2.34 -10.23 15.80
H -1.40 -12.56 16.26
H -2.84 -14.54 16.15
H -6.15 -11.97 15.19
H -4.58 -10.02 15.05
C -7.89 -29.94 11.96
C -6.90 -30.00 12.99
C -6.54 -28.77 13.66
C -7.29 -27.60 13.42
C -8.32 -27.68 12.48
C -8.66 -28.84 11.74
N -7.02 -26.28 14.09
O -7.73 -25.28 13.93
O -6.11 -26.31 14.93
H -8.10 -30.84 11.39
H -6.42 -30.94 13.23
H -5.83 -28.82 14.47
H -8.94 -26.80 12.34
H -9.39 -28.84 10.95
C -19.10 -13.14 13.87
C -20.44 -13.37 13.56
C -21.31 -12.30 13.67
C -20.88 -11.05 14.08
C -19.54 -10.83 14.34
C -18.67 -11.91 14.35
N -21.91 -9.98 14.29
O -23.04 -10.28 13.96
O -21.56 -8.95 14.87
H -18.41 -13.97 13.83
H -20.74 -14.36 13.23
H -22.37 -12.49 13.59
H -19.18 -9.92 14.80
H -17.63 -11.88 14.63
C -2.55 -23.75 10.99
C -2.12 -25.09 10.97
C -1.23 -25.58 11.91
C -0.80 -24.74 12.95
C -1.16 -23.44 12.98
C -2.11 -23.00 12.08
N 0.12 -25.21 13.99
O 0.83 -24.38 14.56
O 0.08 -26.38 14.47
H -3.30 -23.45 10.28
H -2.45 -25.71 10.14
H -0.73 -26.53 11.87
H -0.77 -22.78 13.75
H -2.40 -21.95 12.06
C -4.46 -15.66 9.38
C -4.55 -16.30 8.15
C -4.44 -15.67 6.94
C -4.08 -14.31 6.94
C -4.13 -13.68 8.18
C -4.31 -14.30 9.40
N -3.88 -13.53 5.71
O -3.48 -12.37 5.83
O -4.03 -14.10 4.60
H -4.65 -16.15 10.32
H -4.76 -17.36 8.10
H -4.53 -16.29 6.06
H -3.87 -12.63 8.22
H -4.06 -13.72 10.28
C -8.76 -10.34 5.45
C -8.38 -9.41 4.50
C -9.28 -9.07 3.45
C -10.38 -9.88 3.23
C -10.73 -10.86 4.18
C -9.92 -11.07 5.32
N -11.30 -9.70 2.04
O -12.10 -10.55 1.81
O -11.28 -8.63 1.46
H -8.15 -10.57 6.31
H -7.42 -8.94 4.63
H -8.97 -8.20 2.89
H -11.69 -11.36 4.10
H -10.18 -11.79 6.08
C -18.52 -18.42 8.18
C -19.48 -19.45 8.05
C -19.70 -20.24 9.15
C -19.13 -19.96 10.40
C -18.24 -18.88 10.46
C -17.93 -18.09 9.37
N -19.50 -20.71 11.62
O -18.87 -20.45 12.69
O -20.43 -21.50 11.52
H -18.21 -18.00 7.23
H -19.97 -19.65 7.11
H -20.29 -21.13 9.02
H -17.84 -18.58 11.42
H -17.12 -17.39 9.50
C -15.20 -19.65 17.86
C -15.39 -19.39 19.24
C -15.47 -18.04 19.64
C -15.41 -17.00 18.69
C -15.12 -17.31 17.35
C -15.04 -18.61 16.91
N -15.37 -15.56 19.09
O -15.10 -14.69 18.22
O -15.72 -15.27 20.23
H -15.47 -20.65 17.55
H -15.45 -20.24 19.90
H -15.44 -17.78 20.68
H -14.78 -16.50 16.72
H -14.96 -18.93 15.88
C -8.54 -20.05 19.96
C -8.48 -20.19 21.33
C -9.04 -19.22 22.13
C -9.52 -18.04 21.58
C -9.42 -17.84 20.22
C -8.97 -18.86 19.35
N -9.92 -16.99 22.52
O -10.41 -15.95 22.04
O -9.73 -17.19 23.77
H -8.18 -20.86 19.35
H -8.13 -21.15 21.66
H -9.12 -19.43 23.19
H -9.78 -16.89 19.83
H -8.94 -18.81 18.27
C -17.09 -10.67 7.72
C -18.40 -10.15 7.71
C -18.81 -9.44 6.53
C -17.90 -9.24 5.51
C -16.61 -9.77 5.55
C -16.20 -10.57 6.67
N -18.26 -8.45 4.33
O -19.45 -8.28 4.02
O -17.32 -8.10 3.59
H -16.75 -11.26 8.56
H -19.15 -10.25 8.48
H -19.80 -9.00 6.48
H -15.92 -9.77 4.72
H -15.22 -11.03 6.66
C -8.65 -20.22 2.21
C -9.81 -20.93 2.53
C -10.97 -20.37 2.89
C -11.03 -18.99 2.93
C -9.91 -18.21 2.54
C -8.68 -18.85 2.16
N -12.27 -18.30 3.36
O -12.11 -17.16 3.76
O -13.37 -18.89 3.33
H -7.76 -20.75 1.91
H -9.72 -21.99 2.37
H -11.82 -20.95 3.22
H -9.90 -17.13 2.58
H -7.85 -18.25 1.83
*
```


[2]
C75H129BrF5NO33S5 | ωB97M-V/def2-TZVPD

## Properties
Orbital gap in eV: 7.367
LUMO in eV: -0.11

The geometry in ORCA input format:
```
! wB97M-V def2-TZVPD RIJCOSX def2/J DEFGRID3
* xyz 0 1
C 1.94 -1.21 1.46
C 0.69 -0.48 0.95
N 0.34 -0.79 -0.56
C 0.20 -2.30 -0.77
C -0.96 -0.14 -1.02
C -2.23 -0.56 -0.28
C 1.52 -0.34 -1.55
C 2.11 1.00 -1.21
O 1.19 2.05 -1.17
C 1.55 3.23 -0.36
H 1.76 -2.28 1.52
H 2.22 -0.88 2.46
H 2.78 -0.95 0.81
H 0.80 0.60 1.00
H -0.18 -0.73 1.55
H 1.13 -2.83 -0.56
H -0.29 -2.49 -1.72
H -0.46 -2.59 0.04
H -1.18 -0.21 -2.09
H -0.77 0.92 -0.91
H -2.44 -1.63 -0.29
H -3.10 0.01 -0.57
H -2.00 -0.30 0.75
H 1.05 -0.43 -2.53
H 2.29 -1.11 -1.56
H 2.83 1.34 -1.95
H 2.63 0.95 -0.25
H 2.21 3.82 -1.00
H 2.07 2.91 0.54
H 0.58 3.74 -0.35
Br -1.17 -1.83 -4.78
F -1.89 -5.53 -1.40
C -2.53 -5.82 -0.28
C -1.76 -5.90 0.81
C -2.21 -6.56 1.96
C -3.49 -7.07 1.95
C -4.32 -6.98 0.81
C -3.85 -6.28 -0.29
H -0.76 -5.49 0.82
H -1.59 -6.57 2.84
H -3.90 -7.62 2.79
H -5.23 -7.56 0.90
H -4.45 -6.28 -1.19
F 2.69 -7.89 -1.73
C 1.70 -7.57 -2.63
C 1.48 -6.27 -2.97
C 0.37 -5.95 -3.74
C -0.42 -6.98 -4.30
C -0.17 -8.26 -3.88
C 0.90 -8.58 -3.05
H 2.13 -5.50 -2.59
H 0.18 -4.91 -3.95
H -1.29 -6.72 -4.89
H -0.72 -9.05 -4.36
H 1.25 -9.57 -2.84
F -1.83 4.92 0.14
C -2.90 4.16 -0.35
C -2.67 3.17 -1.37
C -3.76 2.27 -1.66
C -5.00 2.55 -1.13
C -5.22 3.48 -0.08
C -4.20 4.32 0.24
H -1.66 3.01 -1.73
H -3.73 1.41 -2.31
H -5.82 1.88 -1.34
H -6.14 3.57 0.48
H -4.42 4.98 1.06
F 2.54 4.25 -4.69
C 1.25 3.92 -4.51
C 0.26 4.90 -4.66
C -1.03 4.54 -4.83
C -1.42 3.21 -4.71
C -0.49 2.17 -4.63
C 0.87 2.57 -4.48
H 0.52 5.92 -4.89
H -1.74 5.36 -4.85
H -2.47 2.99 -4.80
H -0.82 1.14 -4.63
H 1.58 1.76 -4.41
F -4.09 0.51 1.95
C -5.21 0.83 2.72
C -5.01 0.87 4.11
C -6.10 1.20 4.91
C -7.36 1.47 4.32
C -7.58 1.37 2.93
C -6.45 1.03 2.11
H -4.11 0.56 4.62
H -6.07 1.14 5.99
H -8.12 1.77 5.03
H -8.56 1.66 2.58
H -6.57 1.11 1.04
C 1.35 4.61 -8.04
S 2.59 3.53 -8.83
O 3.89 4.32 -9.14
C 3.00 2.53 -7.38
H 1.74 5.35 -7.35
H 0.53 4.03 -7.61
H 0.92 5.17 -8.87
H 2.15 1.99 -6.97
H 3.40 3.06 -6.52
H 3.68 1.77 -7.78
C 1.73 -2.09 8.37
S 3.45 -1.47 8.17
O 3.59 -0.89 6.72
C 4.37 -3.09 8.06
H 1.26 -2.59 7.52
H 1.09 -1.32 8.78
H 1.85 -2.85 9.15
H 4.63 -3.40 9.07
H 5.35 -2.96 7.61
H 3.80 -3.83 7.50
C -5.03 -0.60 -4.38
S -5.16 0.99 -5.39
O -4.51 2.04 -4.51
C -4.00 0.33 -6.62
H -5.59 -0.59 -3.45
H -4.05 -0.82 -3.96
H -5.27 -1.47 -4.99
H -2.97 0.47 -6.28
H -4.10 0.83 -7.59
H -4.19 -0.71 -6.87
C 5.41 -2.70 0.52
S 4.76 -3.93 -0.68
O 3.36 -3.50 -1.04
C 5.72 -3.36 -2.15
H 4.87 -1.75 0.43
H 6.49 -2.60 0.41
H 5.25 -3.00 1.55
H 5.48 -2.31 -2.33
H 5.56 -3.92 -3.07
H 6.79 -3.30 -1.92
C -1.46 2.44 2.52
S 0.01 2.71 3.56
O 0.97 1.56 3.17
C 0.57 4.28 2.64
H -1.78 1.41 2.64
H -1.17 2.55 1.47
H -2.34 3.00 2.83
H 0.10 5.05 3.24
H 0.27 4.41 1.60
H 1.64 4.48 2.69
C -1.60 8.90 0.88
O -2.98 8.65 1.06
C -3.45 7.60 1.82
O -4.64 7.24 1.90
O -2.41 7.12 2.61
C -2.83 6.17 3.59
H -1.08 8.13 0.31
H -1.23 8.98 1.90
H -1.43 9.80 0.29
H -2.05 5.73 4.21
H -3.41 5.31 3.25
H -3.46 6.69 4.31
C -4.70 -3.39 1.05
O -5.11 -2.61 2.17
C -5.87 -3.04 3.19
O -6.52 -4.14 3.19
O -5.74 -2.23 4.22
C -6.45 -2.42 5.44
H -4.31 -4.32 1.47
H -3.88 -2.90 0.53
H -5.56 -3.52 0.39
H -6.00 -1.83 6.24
H -6.43 -3.45 5.81
H -7.49 -2.12 5.30
C 6.35 1.08 -5.30
O 5.59 -0.12 -5.13
C 4.34 -0.10 -4.81
O 3.71 0.78 -4.29
O 3.99 -1.36 -5.01
C 2.62 -1.79 -4.79
H 7.09 1.17 -4.50
H 5.82 2.03 -5.24
H 6.90 1.09 -6.24
H 2.82 -2.48 -3.97
H 2.24 -2.39 -5.62
H 1.86 -1.04 -4.59
C 2.13 7.94 2.84
O 2.63 7.24 1.73
C 2.14 7.42 0.54
O 1.30 8.19 0.09
O 2.95 6.71 -0.26
C 2.69 6.49 -1.57
H 2.89 8.48 3.40
H 1.68 7.15 3.44
H 1.39 8.69 2.56
H 1.62 6.42 -1.73
H 3.29 5.64 -1.90
H 2.98 7.39 -2.12
C 8.04 0.53 1.87
O 7.29 1.27 2.79
C 5.97 1.11 3.01
O 5.20 0.31 2.37
O 5.55 1.93 3.93
C 4.19 2.08 4.22
H 9.10 0.53 2.10
H 8.00 0.98 0.87
H 7.79 -0.52 1.73
H 3.62 2.34 3.33
H 4.10 2.89 4.95
H 3.76 1.18 4.66
C 1.76 -7.02 1.23
O 1.78 -5.83 1.94
C 2.72 -5.58 2.70
O 3.76 -6.27 2.93
O 2.62 -4.28 3.04
C 3.60 -3.61 3.80
H 0.73 -7.16 0.92
H 2.00 -7.95 1.75
H 2.41 -6.89 0.36
H 4.57 -4.10 3.71
H 3.34 -3.57 4.86
H 3.75 -2.54 3.68
C 5.06 5.26 1.96
O 4.69 4.48 0.88
C 5.57 3.89 0.04
O 6.78 3.98 0.01
O 4.85 3.01 -0.65
C 5.49 2.31 -1.70
H 5.29 6.27 1.61
H 5.95 4.81 2.41
H 4.29 5.21 2.73
H 6.22 1.59 -1.32
H 6.09 2.92 -2.36
H 4.84 1.63 -2.26
C -0.16 -4.85 4.59
O -0.73 -3.93 3.63
C -0.95 -2.66 3.79
O -1.62 -2.00 3.01
O -0.18 -2.23 4.80
C 0.08 -0.86 4.90
H -0.63 -4.83 5.57
H 0.84 -4.48 4.81
H -0.07 -5.89 4.29
H -0.80 -0.23 4.76
H 0.81 -0.59 4.14
H 0.45 -0.62 5.90
C -4.15 -4.24 -3.44
O -5.03 -3.47 -2.59
C -6.35 -3.64 -2.79
O -6.88 -4.38 -3.67
O -7.02 -2.82 -1.93
C -8.42 -2.68 -2.06
H -3.97 -3.75 -4.39
H -4.46 -5.27 -3.67
H -3.15 -4.21 -3.00
H -8.74 -1.70 -2.41
H -8.92 -3.03 -1.16
H -8.79 -3.25 -2.91
*
```


Q: Which of these has the highest LUMO?
A: C75H129BrF5NO33S5


Q: What is the orbital gap in the first record?
A: 8.813 eV


Q: Among the records above, which one has the lowest orbital gap?
A: C75H129BrF5NO33S5